No. 1
This record from OMol25 describes a cluster of 3 separate species, C2FNO5 in total. The level of theory is ωB97M-V with the def2-TZVPD basis set.

Last column: Mulliken charge in e.
Atoms and positions in Å:
F  3.91  0.22  2.59  -0.27
O  -0.91  1.40  0.08  -0.35
O  -1.59  -1.20  -3.19  -0.35
O  -2.96  2.03  0.82  -0.32
O  -1.35  -1.76  -0.97  -0.36
O  3.26  -0.42  0.55  -0.14
N  3.02  -0.55  1.65  0.41
C  -1.47  -1.43  -2.07  0.72
C  -1.91  1.71  0.54  0.67

Properties
- LUMO energy (eV) = -0.931
- energy relative to the best compared isomer or geometry (same formula, charge and spin) (kcal/mol) = 0.34
- orbital gap (eV) = 11.27

---

No. 2
This record from OMol25 describes a structure of composition C2H10AgF6NO9S2. The level of theory is ωB97M-V with the def2-TZVPD basis set.

Last column: Mulliken charge in e.
Atoms and positions in Å:
Ag  31.84  10.04  -5.44  1.12
S  32.57  6.62  -5.87  0.73
S  34.61  8.33  -5.43  0.88
F  32.43  5.18  -8.19  -0.19
F  34.22  6.48  -8.09  -0.17
F  36.08  8.26  -3.07  -0.21
F  34.21  7.01  -3.01  -0.21
F  32.31  7.44  -8.52  -0.29
F  34.09  9.14  -2.84  -0.21
O  33.36  5.54  -5.29  -0.44
O  30.04  8.90  -6.66  -0.47
O  30.35  11.76  -5.66  -0.44
O  34.92  9.68  -5.82  -0.67
O  32.42  10.13  -7.66  -0.45
O  31.13  6.36  -5.76  -0.66
O  32.75  12.02  -4.61  -0.48
O  31.51  9.35  -3.30  -0.41
O  35.51  7.39  -6.01  -0.50
N  33.07  8.31  -5.59  0.04
C  34.76  8.18  -3.44  0.64
C  32.89  6.45  -7.82  0.62
H  29.76  7.99  -6.59  0.28
H  33.19  12.51  -3.92  0.25
H  32.97  10.63  -8.27  0.25
H  32.81  12.59  -5.38  0.29
H  31.17  8.50  -3.02  0.24
H  29.23  9.38  -6.85  0.23
H  31.29  9.94  -2.58  0.27
H  29.63  11.67  -6.28  0.29
H  30.68  12.64  -5.80  0.33
H  32.26  9.30  -8.09  0.34

Properties
- LUMO energy (alpha / beta) (eV) = -3.850 / -7.697
- spin multiplicity = 2
- net charge = +1
- energy relative to the best compared isomer or geometry (same formula, charge and spin) (kcal/mol) = 34.40
- orbital gap (alpha / beta) (eV) = 10.19 / 6.30
- ⟨S²⟩ = 0.75

---

No. 3
This record from OMol25 describes a structure of composition C2H10BBrN3. The level of theory is ωB97M-V with the def2-TZVPD basis set.

Last column: Mulliken charge in e.
Atoms and positions in Å:
Br  -0.87  0.18  3.24  -0.76
N  0.88  -1.47  -1.12  -0.84
N  -0.45  0.39  -1.71  -0.75
N  -1.18  -1.17  -0.06  -0.65
C  0.72  0.34  0.53  -1.37
C  -0.04  -0.43  -0.56  1.29
B  -0.08  1.57  1.20  0.21
H  1.64  0.73  0.07  0.26
H  -1.89  -1.20  -0.77  0.22
H  1.81  -1.09  -1.13  0.26
H  0.37  2.69  1.04  -0.18
H  -1.08  1.49  1.84  0.00
H  -1.55  -0.77  0.80  0.24
H  -0.14  1.35  -1.62  0.23
H  1.04  -0.35  1.31  0.31
H  0.02  0.02  -2.53  0.29
H  0.82  -2.28  -0.52  0.24

Properties
- LUMO energy (eV) = 3.622
- net charge = -1
- orbital gap (eV) = 6.68

---

No. 4
This record from OMol25 describes a cluster of 2 separate species, C2H10N2 in total. The level of theory is ωB97M-V with the def2-TZVPD basis set.

Last column: Mulliken charge in e.
Atoms and positions in Å:
N  2.98  -1.37  -0.87  -0.68
N  0.07  0.76  -0.10  -0.52
C  -2.08  0.78  0.99  -1.21
C  -1.16  0.03  0.02  -0.17
H  -3.07  0.34  1.01  0.34
H  0.86  0.49  -0.66  0.11
H  -2.01  1.83  0.79  0.35
H  3.44  -1.14  -1.75  0.23
H  -1.59  0.69  1.95  0.31
H  2.18  -1.88  -1.23  0.25
H  -1.63  -0.09  -0.95  0.34
H  -1.07  -0.98  0.45  0.22
H  0.41  1.01  0.82  0.21
H  2.66  -0.50  -0.48  0.23

Properties
- LUMO energy (eV) = 0.980
- energy relative to the best compared isomer or geometry (same formula, charge and spin) (kcal/mol) = 7.19
- orbital gap (eV) = 10.08

---

No. 5
This record from OMol25 describes a cluster of 2 separate species, C2H10N2 in total. The level of theory is ωB97M-V with the def2-TZVPD basis set.

Last column: Mulliken charge in e.
Atoms and positions in Å:
N  0.82  1.12  -0.27  -0.55
N  0.53  -0.87  -1.62  -0.65
C  1.32  -0.23  -0.47  -0.33
C  -1.70  -0.23  1.30  -0.98
H  0.82  -0.18  -2.33  0.25
H  -1.58  -0.53  0.27  0.16
H  2.37  -0.29  -0.80  0.35
H  -0.99  -0.90  1.79  0.24
H  -1.75  0.83  1.48  0.25
H  -0.40  -0.48  -1.45  0.23
H  0.58  1.38  0.68  0.21
H  1.16  -0.90  0.36  0.26
H  -2.75  -0.47  1.58  0.34
H  1.57  1.76  -0.53  0.22

Properties
- LUMO energy (eV) = 1.029
- energy relative to the best compared isomer or geometry (same formula, charge and spin) (kcal/mol) = 18.05
- orbital gap (eV) = 10.43

---

No. 6
This record from OMol25 describes a cluster of 2 separate species, C2H10N2O in total. The level of theory is ωB97M-V with the def2-TZVPD basis set.

Last column: Mulliken charge in e.
Atoms and positions in Å:
O  2.66  0.89  -0.78  -0.70
N  0.88  -0.83  0.91  -0.54
N  -2.25  0.45  -0.63  -0.57
C  -0.88  0.00  -0.58  -0.33
C  -0.45  -0.21  0.85  -0.64
H  3.38  0.27  -0.93  0.29
H  1.32  -0.75  1.81  0.22
H  -0.43  0.75  1.37  0.35
H  -2.57  0.61  -1.57  0.22
H  -0.79  -0.94  -1.12  0.28
H  0.85  -1.81  0.65  0.19
H  -2.40  1.29  -0.09  0.20
H  -1.23  -0.79  1.37  0.36
H  2.05  0.41  -0.19  0.43
H  -0.15  0.66  -1.07  0.25

Properties
- LUMO energy (eV) = 1.001
- energy relative to the best compared isomer or geometry (same formula, charge and spin) (kcal/mol) = 1.24
- orbital gap (eV) = 10.29

---

| no. | electronic energy (eV) | strongest force on any atom (eV/Å) |
| --- | --- | --- |
| 1 | -16517.491 | 2.5 |
| 2 | -64117.360 | 5.7 |
| 3 | -77426.008 | 3.3 |
| 4 | -5216.040 | 1.4 |
| 5 | -5215.569 | 2.1 |
| 6 | -7263.869 | 0.6 |